Record 1
Below is a molecular structure, C11H22CuN2O4S at a distorted geometry, with properties calculated with the ωB97M-V functional and the def2-TZVPD basis.

Cartesian coordinates (Å):
C 3.209528 -1.469918 2.440290
C 3.779494 -0.322037 1.636716
O 2.740793 0.379411 0.873983
C 2.179276 -0.416444 -0.204800
C 0.687956 -0.689161 0.009724
C -0.313188 0.075923 -0.889753
S -0.460278 1.812826 -0.483851
C 1.099443 2.708313 -0.626156
O -0.798574 1.885294 0.915545
O -1.309957 2.394389 -1.480327
C -0.030140 -0.198852 -2.365906
C -0.733710 -1.540933 -2.545538
O -0.328258 -2.495062 -3.111712
N -2.001645 -1.448277 -1.847707
C -1.761726 -0.625472 -0.661824
C -3.035132 0.184275 -0.337418
C -3.870164 -0.493096 0.766979
N -3.658453 0.049928 2.058891
H 3.160707 -2.401320 1.878235
H 2.211550 -1.210043 2.795733
H 3.826415 -1.637867 3.321198
H 4.553311 -0.645774 0.937321
H 4.198835 0.440917 2.288688
H 2.322218 0.141231 -1.136947
H 2.756978 -1.332959 -0.310423
H 0.506321 -1.754295 -0.150953
H 0.453282 -0.485977 1.056290
H 1.551916 2.685511 0.386264
H 1.719319 2.369203 -1.473912
H 0.804793 3.741003 -0.808115
H 1.015571 -0.265010 -2.651773
H -0.555382 0.508248 -3.013002
H -2.609273 -0.956342 -2.503628
H -1.578810 -1.318064 0.162330
H -3.661299 0.258246 -1.223162
H -2.834347 1.204008 -0.023598
H -3.769345 -1.576038 0.806654
H -4.934648 -0.225587 0.562654
H -3.780962 1.054662 2.206541
H -3.923009 -0.485949 2.887828
Cu 3.170591 2.101085 -0.141360

Force components x, y, z for each atom (eV/Å):
-0.127 0.067 -0.011
0.073 -0.005 0.181
0.320 0.020 -0.548
-0.185 0.064 -0.030
0.026 0.147 0.208
0.288 -0.371 -0.050
-0.118 0.113 -0.022
-0.043 0.142 0.096
-0.043 -0.028 0.073
-0.097 0.023 -0.025
-0.177 -0.077 0.131
-0.043 0.123 0.060
0.025 -0.178 -0.233
0.320 0.251 -0.028
-0.065 0.041 -0.203
0.033 0.127 0.104
0.391 0.060 -0.068
-1.132 0.190 0.271
-0.032 0.008 -0.015
0.019 -0.005 0.059
0.073 -0.077 -0.044
0.007 0.005 0.030
-0.051 0.050 -0.003
0.099 -0.129 -0.032
-0.069 -0.046 0.082
-0.019 0.010 -0.052
-0.006 -0.034 0.019
-0.339 0.089 0.116
-0.255 0.017 -0.227
-0.060 -0.010 -0.131
0.007 0.044 0.008
0.125 0.099 0.021
-0.270 -0.259 0.130
-0.005 0.090 0.099
0.030 0.013 -0.064
-0.046 0.008 -0.037
-0.169 -0.028 -0.064
-0.035 -0.160 0.036
0.532 0.079 -0.189
0.379 -0.231 -0.027
0.637 -0.238 0.380

Calculated values
Frontier orbital gap (alpha / beta): 8.56 / 5.32 eV
HOMO level (alpha / beta): -15.86 / -15.86 eV
Multiplicity: 2
Charge: +2

natural (NBO) atomic charge list, values in e, 5 entries: -0.66, -0.07, -0.65, -0.09, -0.46


Record 2
Below is a molecular structure, C48H39BrN4O2OsSTe at a distorted geometry, with properties calculated with the ωB97M-V functional and the def2-TZVPD basis.

Cartesian coordinates (Å):
Os -0.510909 -1.817029 1.421041
Br -6.034313 3.181726 0.766209
C -4.694113 1.876125 0.741878
C -4.862348 0.856674 -0.255237
C -3.903004 -0.078726 -0.416192
C -2.776608 -0.095124 0.421767
O -1.776311 -0.886277 0.140386
C -2.680617 0.834591 1.498691
C -1.680436 0.841448 2.493756
N -0.782437 -0.131221 2.683732
C 0.037664 -0.022767 3.776240
C 0.077839 1.073001 4.671503
C 1.011006 1.071990 5.727591
C 1.917450 0.005058 5.878729
C 1.861290 -1.097441 5.023295
C 2.615893 -2.287068 5.227924
C 2.196001 -3.412089 4.577149
C 1.219234 -3.375108 3.571762
N 0.611861 -2.195718 3.231640
C 0.909396 -1.081319 3.956225
C -3.644357 1.882739 1.613839
H -5.774001 0.913693 -0.887757
H -3.931433 -0.917821 -1.114743
H -1.818314 1.603593 3.296799
H -0.643858 1.880424 4.532658
H 1.089840 1.947851 6.373800
H 2.673703 0.051739 6.634993
H 3.434462 -2.404050 5.936772
H 2.548450 -4.383295 4.883341
H 0.781532 -4.247584 3.114940
H -3.552908 2.597014 2.425248
S -3.433324 -5.001885 3.121595
C -3.251371 -3.689592 4.264695
C -2.374664 -2.716988 3.932638
C -1.918275 -2.869274 2.588759
C -2.361414 -4.053608 2.066272
C -2.097338 -4.366500 0.671144
C -2.681818 -5.441651 -0.034447
C -2.440876 -5.529380 -1.410506
C -1.660876 -4.588528 -2.039185
C -1.103101 -3.537217 -1.253493
N -1.338656 -3.423884 0.078133
H -3.791775 -3.807493 5.200629
H -2.048802 -1.886013 4.549034
H -3.374045 -6.137498 0.475615
H -2.840108 -6.366515 -1.954709
H -1.550866 -4.576202 -3.128775
H -0.403645 -2.844433 -1.669721
C -1.199374 5.591851 -6.667551
C -0.772892 4.536095 -5.709433
C -1.520889 3.412025 -5.409334
C -1.044468 2.426146 -4.525851
C -1.869338 1.177962 -4.327676
C 0.221477 2.661858 -3.869970
Te 0.923530 1.363281 -2.351718
N 0.905886 -2.263849 0.568942
C 1.702594 -3.390426 0.339154
O 1.500392 -4.496542 0.804382
C 2.795217 -3.069322 -0.656792
C 2.987565 -1.783949 -1.242143
C 4.243158 -1.437969 -1.614911
C 5.239601 -2.459394 -1.665771
C 4.954995 -3.793525 -1.460457
C 3.745419 -4.090430 -0.833667
C 0.905336 2.585004 -0.585564
C -0.225577 3.424218 -0.460414
C -0.259305 4.424176 0.498988
C 0.766014 4.476300 1.438798
C 1.787328 3.546592 1.426530
C 1.925597 2.580452 0.406400
C 3.093405 1.656383 0.409868
C 1.018155 3.755426 -4.296091
C 2.411695 3.972809 -3.812080
C 0.513882 4.656873 -5.228858
H -0.617658 5.587393 -7.609492
H -1.099025 6.593299 -6.229482
H -2.242924 5.452798 -6.901792
H -2.434517 3.214444 -5.950200
H -2.766213 1.319876 -4.951583
H -2.215367 1.119592 -3.297017
H -1.344839 0.237286 -4.581185
H 2.060620 -1.178762 -1.362887
H 4.557445 -0.422261 -1.863694
H 6.223991 -2.112930 -2.000272
H 5.643756 -4.579664 -1.759335
H 3.472423 -5.031862 -0.401380
H -1.012273 3.330209 -1.218489
H -1.089627 5.102740 0.481960
H 0.791746 5.207695 2.261084
H 2.569126 3.521721 2.196384
H 3.379141 1.468714 1.438139
H 3.980777 2.047396 -0.125558
H 2.816535 0.714661 -0.104128
H 3.048586 3.139436 -4.115220
H 2.413209 4.047318 -2.702887
H 2.767610 4.918139 -4.225340
H 1.099412 5.492320 -5.558102

Force components x, y, z for each atom (eV/Å):
-5.396 1.676 6.366
-0.306 0.540 0.246
-0.200 -0.866 -0.889
-1.403 1.753 0.193
1.234 -1.393 0.162
-0.385 1.480 0.848
1.558 -0.905 -1.224
-0.118 0.546 0.159
-1.240 0.900 0.156
0.403 -0.621 0.011
-0.210 1.778 -0.205
0.069 -0.426 -0.043
0.637 -0.701 -0.625
-0.727 1.626 -0.145
0.050 -0.342 -0.303
-0.561 -0.004 -0.273
-0.309 -0.580 -0.378
-1.431 2.027 0.058
2.015 -1.708 -0.210
0.542 -1.558 1.197
-0.254 -0.810 -0.533
0.844 -0.208 0.514
-0.291 0.454 -0.120
0.177 -0.773 -0.962
0.606 -0.192 0.383
-0.135 -0.364 -0.064
0.197 -0.073 0.382
-0.348 0.481 0.085
0.347 -0.109 -0.197
0.391 -0.137 -0.252
-0.082 0.032 -0.197
1.114 2.143 -0.357
-0.461 -0.981 1.123
-0.038 0.299 -0.407
0.189 -0.238 -0.219
-0.530 -0.792 -0.506
-0.911 -0.320 -0.025
0.234 0.456 -0.164
-0.275 -0.405 1.217
0.727 1.901 0.378
-0.882 -1.603 0.446
-0.053 -1.593 -1.757
0.227 0.162 -0.120
-0.392 -0.129 0.138
0.699 0.440 -0.329
-0.239 -0.068 -0.227
0.254 -0.108 0.543
0.090 0.514 -0.217
-0.444 0.386 -0.408
0.578 0.208 -0.643
0.562 -0.881 0.441
1.026 0.345 0.357
-0.250 0.416 -0.089
-1.031 0.539 -0.912
-0.070 0.324 0.450
4.892 -2.002 -3.477
-0.653 1.642 -1.478
0.031 0.104 0.106
0.849 -0.848 0.214
-2.015 -0.865 0.958
1.624 -0.627 -0.272
0.127 1.274 -0.827
-0.139 -0.019 0.126
-0.638 1.436 -0.007
-0.204 0.113 0.179
0.574 0.063 -0.934
0.094 -0.720 -0.180
0.055 0.312 0.796
0.702 -0.969 -0.495
-0.920 0.826 -0.460
0.114 -0.441 -0.869
-0.280 -0.140 0.151
-0.137 0.093 0.827
-0.192 -0.870 1.039
-0.227 -0.149 0.511
0.062 -0.244 -0.041
-0.366 0.093 -0.325
-0.237 0.115 0.126
0.317 -0.558 0.232
-0.065 -0.185 0.173
-0.221 0.517 -0.011
1.091 -0.092 0.494
-0.339 -0.273 -0.176
-0.275 -0.474 0.080
0.086 0.218 0.371
0.205 -0.528 -0.037
0.178 0.251 0.412
-0.191 0.257 0.271
-0.277 -0.218 -0.618
-0.459 0.267 -0.212
0.132 -0.309 0.067
-0.460 0.052 0.259
0.286 0.223 0.530
0.189 0.164 0.016
0.209 0.001 -0.524
0.303 -0.255 0.160
0.377 0.223 -0.006

Calculated values
Frontier orbital gap (alpha / beta): 4.53 / 3.32 eV
Energy above the lowest of the compared OMol25 structures with the same formula, charge and spin: 2.500 eV
HOMO level (alpha / beta): -7.35 / -9.53 eV
Multiplicity: 6
Charge: +1

Löwdin atomic charge list, values in e, 5 entries: 1.73, 0.74, -0.72, -0.14, -0.04


no.,DFT total energy (Eh)
1,-2880.73287
2,-5552.49241